A structure of composition C18H39AsINO5Re, computed with ωB97M-V/def2-TZVPD.

Element x y z (Å)
Re  -0.16330  0.15498  0.06443
C  0.05658  1.87941  -3.36757
C  -1.38844  1.68807  -2.97384
O  -1.46035  0.59834  -2.04019
C  -2.80861  0.25335  -1.69368
C  -3.24461  1.06778  -0.50724
O  -2.25661  0.87638  0.52943
C  -2.12213  2.01538  1.40053
C  -1.16555  3.00344  0.78635
O  0.03974  2.29152  0.43281
C  1.05541  3.14454  -0.14528
C  0.84220  3.32202  -1.62925
O  0.87769  2.03572  -2.22480
H  0.14858  2.72729  -4.05199
H  0.41550  0.98798  -3.88052
H  -1.97948  1.44465  -3.85999
H  -1.81225  2.59027  -2.52106
H  -2.80587  -0.80341  -1.44083
H  -3.47956  0.41811  -2.53839
H  -4.21732  0.74511  -0.13381
H  -3.29802  2.12845  -0.76093
H  -1.73622  1.63178  2.34044
H  -3.09603  2.47526  1.57271
H  -0.91745  3.78640  1.50505
H  -1.58380  3.46805  -0.11069
H  1.99988  2.65194  0.05822
H  1.03837  4.10627  0.36936
H  1.63479  3.95992  -2.03350
H  -0.11166  3.82060  -1.82685
N  -1.40932  -3.54639  -1.80603
C  -0.72328  -2.94965  -0.83995
O  -0.80395  -1.71206  -0.70032
C  0.09029  -3.80711  0.08049
I  1.45619  -5.07233  -0.95601
H  -1.95395  -3.00095  -2.45431
H  -1.31598  -4.53673  -1.97124
H  -0.56122  -4.46064  0.65765
H  0.64814  -3.16632  0.75173
C  3.55581  0.90629  -0.90346
As  2.15658  -0.42299  -0.71001
C  2.20421  -1.25228  -2.46099
C  3.13327  -1.67434  0.40044
H  4.44606  0.39614  -1.26947
H  3.78964  1.35036  0.06379
H  3.26378  1.67202  -1.61599
H  3.18586  -1.69516  -2.62311
H  2.03010  -0.48998  -3.21820
H  1.44536  -2.02770  -2.54717
H  4.13425  -1.80151  -0.00982
H  2.64970  -2.64625  0.43544
H  3.20417  -1.27077  1.40940
C  -0.48152  -0.12520  4.17584
C  -0.18707  -1.05017  2.98076
C  -1.45602  -1.82743  2.63465
C  0.94244  -2.00239  3.40858
C  0.32274  -0.19242  1.84058
H  -0.70626  -0.73080  5.05469
H  -1.34965  0.51112  3.99880
H  0.37434  0.50739  4.41657
H  -1.81179  -2.37073  3.51083
H  -1.28615  -2.55582  1.84374
H  -2.25360  -1.15629  2.31004
H  0.60964  -2.60142  4.25725
H  1.82865  -1.44687  3.72059
H  1.23610  -2.68641  2.61245
H  1.13094  0.46617  2.20287

Properties
- Net charge: +2
- Spin multiplicity: 2
- Energy relative to the best compared isomer or geometry (same formula, charge and spin): 4.6 kJ/mol
- ⟨S²⟩: 0.77
- Gap between HOMO and LUMO (spin up / spin down): 8.70 / 7.86 eV
- E: -3751.37224 hartree

Mulliken atomic charge list, values in e, 2 entries: number 1, Re, carries 1.308; number 2, C, carries -0.942